{"formula": "C12Cl4N4O3S4SeTc", "method": "the ωB97M-V functional and the def2-TZVPD basis", "symbols": ["Tc", "O", "C", "S", "C", "C", "S", "S", "S", "Cl", "C", "C", "Cl", "C", "Cl", "C", "O", "C", "O", "C", "Cl", "Se", "C", "N", "N", "C", "N", "C", "N"], "xyz": [[-0.403, -0.323, -0.519], [-5.589, 4.291, -0.879], [-4.708, 3.472, -0.730], [-4.854, 1.775, -1.191], [-3.204, 1.308, -0.821], [-2.389, 2.267, -0.369], [-0.724, 2.021, 0.067], [-3.072, 3.875, -0.204], [-2.739, -0.356, -1.056], [4.490, -0.797, 4.261], [2.958, -0.834, 3.446], [1.806, -1.192, 4.132], [1.882, -1.611, 5.816], [0.575, -1.218, 3.462], [-0.887, -1.667, 4.273], [0.493, -0.885, 2.119], [-0.629, -0.884, 1.423], [1.665, -0.523, 1.421], [1.514, -0.236, 0.135], [2.881, -0.500, 2.086], [4.287, -0.050, 1.183], [-0.271, -2.824, -0.968], [-0.713, -3.045, -2.735], [-0.982, -3.263, -3.838], [3.473, -0.117, -5.594], [2.558, 0.205, -4.956], [1.511, 0.663, -4.318], [0.885, 0.325, -3.280], [0.186, 0.123, -2.365]], "forces_ev_per_angstrom": [[-0.3, 0.4, 0.9], [0.0, -0.2, 0.3], [0.1, 0.2, -0.6], [-0.1, 0.0, 0.1], [-0.1, -0.1, -0.1], [0.1, 0.1, 0.1], [0.2, -0.2, -0.1], [0.0, 0.0, 0.1], [0.1, -0.1, 0.1], [-0.1, 0.0, 0.0], [0.0, 0.0, -0.1], [-0.1, 0.0, 0.0], [0.0, 0.0, -0.1], [0.0, -0.1, 0.2], [0.1, 0.0, 0.0], [-0.4, 0.0, -0.2], [0.2, -0.1, 0.0], [0.0, 0.1, -0.5], [0.0, 0.0, 0.3], [0.2, 0.0, 0.1], [0.0, 0.0, 0.1], [-0.1, -0.2, 0.1], [0.0, 0.0, -0.2], [0.0, 0.0, 0.1], [-0.1, 0.1, 0.1], [-0.1, -0.2, 0.3], [0.0, 0.4, -0.4], [0.1, -0.2, -0.1], [0.3, 0.0, -0.4]], "nbo_charge": [0.9171, -0.6118, 0.1786, 0.3184, -0.4081, -0.4030, -0.0711, 0.3160, -0.0322, -0.0030, -0.1070, -0.0975, -0.0040, -0.1429, 0.0082, 0.3203, -0.6600, 0.2356, -0.6515, -0.1066, 0.0125, -0.0253, 0.0461, -0.4299, -0.5058, 0.4628, -0.6724, 0.6813, -0.5649], "orbital_gap_ev": [6.3, 6.4], "spin_multiplicity": 4, "charge": -2, "de_lowest_kcal_mol": 0.0, "homo_ha": [-0.0868, -0.0951]}

***

{"formula": "C12H10AlO9", "method": "the ωB97M-V functional and the def2-TZVPD basis", "symbols": ["Al", "O", "C", "O", "C", "O", "C", "C", "O", "O", "H", "H", "H", "H", "H", "O", "C", "O", "C", "C", "C", "C", "O", "C", "O", "C", "C", "H", "H", "H", "H", "H"], "xyz": [[-0.495, -0.674, 1.138], [-4.154, -0.971, 2.396], [-2.888, -1.077, 2.257], [-2.314, -1.101, 1.159], [-2.055, -1.176, 3.513], [-0.718, -1.167, 3.087], [0.167, -2.217, 3.478], [0.919, -2.698, 2.206], [1.674, -3.612, 2.206], [0.598, -1.966, 1.146], [-4.652, -0.861, 1.560], [-2.258, -0.302, 4.150], [-2.310, -2.090, 4.066], [0.895, -1.838, 4.204], [-0.357, -3.074, 3.909], [-0.496, 3.140, 0.624], [-0.272, 2.018, 0.292], [-0.541, 0.975, 1.130], [0.301, 1.590, -0.999], [0.261, 0.259, -1.406], [0.821, -0.168, -2.603], [1.447, 0.795, -3.365], [2.082, 0.650, -4.543], [2.565, 1.936, -4.896], [2.151, 2.859, -3.907], [1.488, 2.146, -2.971], [0.907, 2.570, -1.803], [-0.265, -0.506, -0.789], [0.777, -1.191, -2.931], [2.154, 2.233, -5.869], [3.662, 1.917, -4.947], [0.909, 3.602, -1.494]], "forces_ev_per_angstrom": [[-0.3, -0.5, 1.0], [-0.5, 0.0, 0.2], [0.4, -0.2, -0.1], [-0.1, 0.1, -0.4], [-0.6, 0.3, 0.5], [0.0, 0.6, -0.3], [1.1, -0.9, 0.0], [-0.3, 0.2, 0.4], [0.0, -0.1, 0.2], [0.5, -0.3, -0.8], [0.3, -0.1, 0.1], [0.0, -0.2, -0.1], [0.0, 0.2, -0.1], [-0.2, 0.0, -0.1], [-0.1, 0.2, 0.0], [0.1, 0.0, -0.1], [-0.2, -0.2, 0.4], [0.0, 1.0, 0.2], [0.1, -0.2, -0.3], [-0.1, 0.3, 0.4], [0.2, 0.0, -0.4], [-0.2, 0.5, 0.6], [-0.2, -0.3, 0.1], [0.7, 0.3, -1.1], [-0.2, 0.2, 0.4], [-0.2, -0.7, 0.1], [0.1, -0.2, -0.2], [0.2, 0.2, -0.9], [0.0, -0.2, 0.0], [0.0, -0.1, 0.2], [-0.2, 0.0, 0.1], [0.0, 0.1, 0.1]], "nbo_charge": [2.0944, -0.5767, 0.8539, -0.6965, -0.1784, -0.5719, -0.1959, 0.7766, -0.4977, -0.9124, 0.5432, 0.2665, 0.2571, 0.2469, 0.2298, -0.5169, 0.7954, -0.9743, -0.1926, -0.1243, -0.2661, 0.2745, -0.4513, 0.2282, -0.4646, 0.3157, -0.2201, 0.0903, 0.2497, 0.1789, 0.1759, 0.2627], "orbital_gap_ev": 7.3, "spin_multiplicity": 1, "charge": 1, "homo_ha": -0.4139}

***

{"formula": "C12H10As2Cl3CuF28O5", "method": "the ωB97M-V functional and the def2-TZVPD basis", "symbols": ["Cu", "As", "F", "F", "F", "F", "F", "F", "As", "F", "F", "F", "F", "F", "F", "O", "C", "O", "O", "H", "C", "C", "C", "F", "F", "F", "F", "O", "C", "C", "F", "F", "F", "F", "H", "H", "H", "H", "C", "C", "C", "F", "F", "F", "F", "O", "C", "C", "F", "F", "F", "F", "H", "H", "H", "H", "C", "Cl", "Cl", "Cl", "H"], "xyz": [[-0.737, 1.856, 1.647], [-3.522, 4.404, 2.991], [-2.637, 5.736, 3.853], [-5.042, 5.338, 3.479], [-4.436, 2.999, 2.316], [-1.998, 3.547, 2.598], [-3.502, 3.506, 4.505], [-3.462, 5.243, 1.377], [-3.008, -1.056, 3.441], [-1.601, -1.937, 4.057], [-2.017, 0.304, 2.780], [-4.485, -0.327, 2.750], [-4.039, -2.294, 4.252], [-3.229, 0.046, 4.870], [-2.814, -2.005, 1.903], [1.633, 2.032, 1.138], [1.790, 2.747, 2.259], [0.917, 2.738, 3.176], [2.832, 3.410, 2.562], [2.448, 2.285, 0.697], [0.295, 1.136, -4.590], [-0.644, 1.551, -3.437], [-0.376, 0.790, -2.151], [0.929, 0.651, -1.845], [-1.005, 1.262, -1.112], [-0.404, 2.868, -3.208], [-1.902, 1.475, -3.773], [0.236, -0.298, -4.843], [1.288, -0.786, -5.693], [0.996, -2.243, -5.880], [-0.144, -2.498, -6.494], [1.923, -2.826, -6.647], [1.327, -0.016, -6.792], [2.477, -0.650, -5.066], [1.321, 1.426, -4.363], [0.087, 1.663, -5.521], [-0.839, -0.195, -2.213], [1.064, -2.918, -5.027], [0.442, -3.105, 1.940], [1.046, -1.849, 1.287], [2.577, -1.806, 1.502], [3.168, -0.844, 0.842], [2.990, -1.924, 2.757], [0.780, -1.797, -0.007], [0.526, -0.763, 1.752], [0.762, -4.215, 1.049], [1.508, -5.341, 1.460], [1.739, -6.375, 0.248], [2.364, -5.838, -0.787], [2.441, -7.396, 0.644], [2.651, -5.010, 2.149], [0.822, -5.978, 2.422], [-0.618, -2.913, 2.105], [0.906, -3.307, 2.906], [3.003, -2.624, 0.922], [0.895, -6.871, -0.232], [0.519, 5.794, -0.091], [1.514, 5.850, -1.597], [-0.288, 4.264, 0.052], [-0.648, 7.106, -0.075], [1.176, 5.975, 0.760]], "forces_ev_per_angstrom": [[-0.7, 0.1, 1.1], [-2.3, 0.8, 1.4], [-0.4, -1.4, -1.6], [1.9, -1.5, -1.1], [1.0, 2.0, 0.2], [0.3, 0.1, -0.5], [-0.1, 0.8, -0.8], [0.1, -1.1, 2.0], [-2.9, 0.3, 1.1], [-0.5, 1.1, -0.4], [0.4, -0.5, -0.4], [1.6, -0.7, 0.3], [1.2, 1.1, -1.1], [0.8, -1.8, -1.5], [0.1, 1.0, 1.5], [0.0, 0.8, 1.2], [1.3, 0.9, 2.5], [-0.2, -0.4, -1.6], [-1.8, -1.2, -1.2], [0.5, -0.4, -1.3], [0.6, -0.6, -0.5], [2.4, 0.6, -0.4], [-0.5, -3.1, -0.9], [0.4, 0.5, -0.3], [-1.0, 2.3, 2.2], [0.4, 0.5, 0.0], [-1.8, -0.7, -0.3], [1.1, 0.0, -0.6], [-1.8, 2.4, 2.5], [0.5, -2.7, 0.0], [-1.7, 0.7, -0.4], [1.8, 0.2, -1.4], [0.2, -0.7, -0.3], [0.0, -0.1, -0.3], [0.0, -0.1, 0.5], [-0.7, 0.1, 0.2], [0.5, -0.5, -0.8], [-0.5, 1.2, 1.2], [0.9, -0.5, 0.1], [1.7, -1.8, 1.1], [-0.1, -3.7, -2.4], [0.7, 3.6, -0.2], [-0.2, 0.8, 1.0], [0.1, -0.6, -1.9], [-1.6, 2.8, 2.1], [0.9, -1.3, -0.5], [-1.3, 1.4, 0.6], [-1.8, 0.7, -0.4], [1.2, 1.6, -0.8], [1.9, -1.6, 1.7], [0.0, 0.1, -1.4], [-0.7, -0.8, -0.1], [-0.2, -0.6, -0.4], [-0.1, 0.3, 0.1], [-0.5, -1.2, 0.5], [-1.3, 0.9, 0.9], [0.5, 1.0, -0.2], [-0.3, -0.1, 0.6], [-0.3, -0.5, -0.1], [0.0, 0.0, -0.1], [0.0, -0.3, -0.2]], "nbo_charge": [1.0330, 2.7904, -0.6221, -0.6220, -0.6094, -0.6909, -0.6086, -0.6189, 2.7988, -0.6242, -0.6872, -0.6032, -0.6195, -0.6047, -0.6372, -0.6828, 0.9057, -0.3894, -0.4589, 0.5247, -0.1394, 0.6106, 0.5141, -0.3263, -0.3185, -0.3250, -0.2925, -0.5298, 0.8425, 0.4927, -0.3072, -0.3308, -0.3095, -0.3181, 0.2123, 0.2158, 0.1505, 0.1686, -0.1451, 0.6144, 0.5109, -0.3269, -0.3131, -0.3175, -0.3158, -0.5351, 0.8542, 0.5142, -0.3260, -0.3141, -0.3358, -0.3276, 0.2695, 0.2198, 0.1227, 0.1520, -0.2824, -0.0194, 0.0246, 0.0557, 0.2370], "orbital_gap_ev": [10.7, 6.5], "spin_multiplicity": 2, "charge": -1, "homo_ha": [-0.3494, -0.3348]}

***

{"formula": "C12H10As3CuF18N2O4", "method": "the ωB97M-V functional and the def2-TZVPD basis", "symbols": ["Cu", "As", "F", "F", "F", "F", "F", "F", "As", "F", "F", "F", "F", "F", "F", "As", "F", "F", "F", "F", "F", "F", "C", "C", "C", "C", "C", "C", "N", "O", "O", "H", "H", "H", "H", "H", "C", "C", "C", "C", "C", "C", "N", "O", "O", "H", "H", "H", "H", "H"], "xyz": [[-11.875, -17.217, 4.269], [-12.515, -15.122, 7.053], [-12.000, -15.479, 8.702], [-14.116, -15.710, 7.451], [-13.117, -14.872, 5.419], [-10.955, -14.552, 6.599], [-12.027, -16.801, 6.591], [-12.977, -13.487, 7.520], [-12.382, -17.409, 0.294], [-13.872, -18.382, 0.373], [-11.477, -18.917, 0.072], [-10.934, -16.418, 0.169], [-13.319, -15.939, 0.412], [-12.341, -17.567, 2.087], [-12.498, -17.346, -1.458], [-8.154, -15.630, 3.763], [-8.542, -15.587, 2.025], [-6.648, -14.814, 3.465], [-7.794, -15.688, 5.498], [-9.677, -16.479, 4.061], [-7.289, -17.167, 3.569], [-8.939, -14.057, 3.920], [-12.362, -22.001, -0.221], [-11.085, -22.221, 0.257], [-10.788, -21.882, 1.561], [-11.724, -21.176, 2.289], [-12.949, -20.776, 1.765], [-13.276, -21.247, 0.501], [-11.339, -20.594, 3.594], [-10.481, -21.177, 4.227], [-11.869, -19.574, 3.957], [-12.608, -22.497, -1.152], [-10.455, -22.855, -0.354], [-9.802, -22.093, 1.950], [-13.628, -20.149, 2.323], [-14.320, -21.201, 0.221], [-18.310, -18.168, 1.422], [-18.794, -17.874, 2.686], [-17.905, -17.564, 3.706], [-16.535, -17.539, 3.448], [-16.057, -17.866, 2.172], [-16.937, -18.154, 1.141], [-15.590, -17.230, 4.516], [-16.000, -17.037, 5.635], [-14.421, -17.281, 4.202], [-19.001, -18.453, 0.639], [-19.860, -17.925, 2.856], [-18.257, -17.407, 4.716], [-14.985, -17.959, 2.048], [-16.517, -18.474, 0.199]], "forces_ev_per_angstrom": [[0.2, 0.3, 0.3], [-0.5, 0.0, 0.5], [-0.1, 0.2, -0.8], [0.5, 0.1, 0.1], [0.4, -0.1, 0.2], [-0.2, -0.2, 0.1], [-0.2, 0.6, -0.3], [0.1, -0.7, -0.2], [0.8, 0.4, -1.2], [0.5, 0.4, -0.2], [-0.3, 1.0, 0.7], [-0.9, -1.1, 0.7], [0.0, -0.7, 0.3], [0.3, 0.2, -1.0], [-0.4, -0.1, 0.4], [0.4, 0.5, -0.4], [0.3, -0.3, 1.3], [0.0, 0.0, 0.0], [-0.4, 0.1, -1.1], [0.0, -0.1, 0.0], [-0.8, 0.6, 0.0], [0.3, -1.0, 0.2], [-0.2, 0.1, -0.1], [-0.6, -0.8, 0.2], [0.7, 0.2, -0.1], [-0.4, 1.3, -0.1], [0.5, -0.6, -0.1], [-0.5, -0.9, 0.5], [0.8, -0.9, -0.1], [0.0, -0.1, -0.1], [-0.6, 0.5, 0.2], [-0.3, 0.4, -0.1], [0.4, 0.2, 0.2], [-0.1, 0.0, 0.3], [0.1, 0.0, 0.1], [0.1, 0.4, -0.5], [0.5, 0.0, -0.6], [0.3, -0.1, -0.1], [0.2, 0.0, 0.4], [-1.3, -0.2, -1.3], [0.4, 0.1, 0.9], [-0.3, -0.3, 0.9], [0.3, -0.6, 0.3], [-0.4, 0.1, 0.0], [0.5, 0.1, -0.1], [-0.1, 0.1, 0.0], [0.0, 0.1, 0.2], [0.0, 0.2, 0.0], [-0.2, 0.3, -0.2], [-0.1, 0.2, -0.2]], "nbo_charge": [0.9529, 2.8253, -0.6310, -0.6275, -0.6382, -0.6017, -0.6729, -0.6351, 2.8281, -0.6545, -0.6307, -0.5966, -0.6184, -0.6675, -0.6356, 2.8264, -0.6260, -0.6358, -0.6270, -0.6690, -0.6359, -0.6226, -0.1851, -0.2090, -0.1829, 0.0261, -0.1626, -0.1721, 0.5465, -0.3723, -0.4089, 0.2033, 0.2073, 0.2399, 0.2514, 0.2135, -0.1929, -0.2370, -0.1902, 0.0036, -0.1184, -0.2217, 0.5353, -0.3424, -0.3916, 0.2024, 0.2084, 0.2389, 0.2695, 0.2343], "orbital_gap_ev": 8.0, "spin_multiplicity": 1, "charge": -2, "de_lowest_kcal_mol": 0.0, "homo_ha": -0.1685}

***

{"formula": "C12H10Br2CdN2O3", "method": "the ωB97M-V functional and the def2-TZVPD basis", "symbols": ["C", "N", "C", "C", "C", "C", "C", "C", "C", "Br", "C", "O", "N", "C", "C", "O", "Br", "C", "O", "H", "H", "H", "H", "H", "H", "H", "H", "H", "H", "Cd"], "xyz": [[-1.734, -1.769, -3.314], [-0.322, -1.931, -3.655], [0.481, -2.409, -2.518], [0.673, -1.248, -1.540], [1.423, -0.148, -1.934], [1.604, 0.953, -1.110], [1.033, 0.884, 0.128], [0.300, -0.233, 0.557], [0.088, -1.312, -0.265], [-0.951, -2.780, 0.347], [-0.127, 0.042, 1.979], [-0.464, -0.801, 2.822], [-0.011, 1.387, 2.110], [-0.166, 1.913, 3.482], [-0.520, 3.422, 3.486], [0.325, 4.203, 3.786], [-2.294, 4.040, 3.038], [1.037, 1.892, 1.267], [1.717, 2.858, 1.394], [-1.894, -1.019, -2.512], [-2.295, -1.391, -4.176], [-2.184, -2.711, -2.979], [-0.010, -1.007, -3.947], [1.452, -2.795, -2.847], [-0.069, -3.245, -2.080], [1.882, -0.159, -2.922], [2.164, 1.838, -1.397], [-1.006, 1.383, 3.955], [0.744, 1.750, 4.073], [-0.878, -1.607, 4.773]], "forces_ev_per_angstrom": [[-0.4, 0.0, -0.1], [-0.4, 0.5, 1.1], [-0.1, 0.2, -0.6], [-0.3, -1.3, 0.0], [0.1, 0.0, -0.3], [0.3, 0.4, 0.0], [-0.4, 0.0, 1.3], [0.2, 0.2, 0.7], [0.0, 0.0, 0.2], [0.2, 0.2, -0.2], [0.6, 0.9, -2.5], [-0.6, -0.7, 0.8], [0.0, -0.1, 3.6], [-0.9, 0.2, -0.1], [1.3, 0.9, 0.3], [-0.7, -0.5, -0.1], [0.4, -0.7, 0.0], [0.5, -0.2, -2.8], [-0.9, -0.5, 0.7], [0.1, -0.2, -0.1], [0.2, -0.2, 0.1], [0.2, 0.1, -0.2], [0.4, -0.4, -0.5], [-0.1, 0.2, -0.1], [0.2, 0.2, 0.1], [-0.1, 0.0, 0.2], [0.0, -0.2, -0.1], [0.1, 0.1, -0.2], [-0.1, 0.4, -0.2], [0.1, 0.4, -0.7]], "nbo_charge": [-0.4420, -0.4398, -0.2684, -0.0200, -0.1521, -0.1322, -0.1105, -0.1167, -0.0571, 0.1426, 0.7610, -0.8094, -0.4310, -0.3326, 0.4600, -0.4165, 0.0710, 0.6847, -0.4030, 0.1868, 0.2444, 0.2199, 0.3687, 0.2460, 0.2305, 0.2520, 0.2702, 0.2071, 0.2461, 1.5404], "orbital_gap_ev": 1.9, "spin_multiplicity": 1, "charge": 2, "homo_ha": -0.5307}

***

{"formula": "C12H10Br2ClF6O6S", "method": "the ωB97M-V functional and the def2-TZVPD basis", "symbols": ["O", "C", "O", "C", "O", "C", "C", "C", "C", "F", "Br", "C", "F", "F", "Br", "C", "C", "C", "C", "Cl", "H", "H", "H", "H", "H", "H", "H", "H", "H", "H", "C", "F", "F", "F", "S", "O", "O", "O"], "xyz": [[-1.948, -2.022, 0.414], [-0.901, -1.520, 0.165], [0.185, -2.217, -0.326], [1.186, -1.326, -0.577], [2.243, -1.615, -1.048], [0.735, 0.041, -0.154], [1.691, 1.177, -0.317], [1.684, 2.239, 0.804], [1.173, 3.621, 0.398], [0.435, 3.594, -0.754], [0.017, 4.378, 1.787], [2.311, 4.647, 0.158], [2.910, 4.971, 1.316], [1.808, 5.774, -0.381], [3.634, 3.961, -1.075], [-0.522, -0.079, 0.283], [-1.515, 0.930, 0.753], [-2.179, 1.624, -0.457], [-3.060, 2.798, -0.031], [-4.652, 2.765, -0.862], [2.686, 0.730, -0.334], [1.566, 1.615, -1.309], [1.147, 1.863, 1.672], [2.714, 2.377, 1.138], [-1.077, 1.654, 1.440], [-2.295, 0.397, 1.305], [-1.389, 1.957, -1.131], [-2.778, 0.872, -0.970], [-2.612, 3.742, -0.333], [-3.247, 2.802, 1.040], [0.210, -5.807, 0.167], [1.047, -4.958, -0.456], [0.826, -6.200, 1.301], [-0.873, -5.102, 0.537], [-0.235, -7.242, -0.907], [1.056, -7.841, -1.169], [-0.866, -6.593, -2.037], [-1.117, -8.005, -0.049]], "forces_ev_per_angstrom": [[0.1, 0.0, 0.0], [-0.1, 0.0, -0.1], [-0.2, -0.1, -0.1], [0.4, 0.2, 0.0], [-0.3, 0.0, 0.1], [-0.3, -0.1, 0.0], [0.3, -0.1, 0.1], [0.2, -0.2, -0.1], [-0.1, 0.1, 0.0], [0.2, -0.1, 0.2], [0.0, 0.0, -0.1], [-0.3, 0.4, -0.1], [0.0, -0.2, -0.2], [0.1, -0.2, 0.3], [0.1, 0.0, 0.0], [0.4, 0.3, 0.1], [-0.4, -0.2, -0.1], [0.2, -0.2, 0.4], [0.1, 0.0, -0.4], [0.0, 0.0, 0.1], [-0.1, 0.0, -0.1], [-0.1, 0.1, 0.1], [-0.1, 0.1, -0.1], [-0.1, 0.1, 0.1], [0.1, 0.1, -0.1], [0.1, 0.0, 0.0], [-0.2, 0.1, -0.1], [0.0, 0.1, -0.1], [0.0, 0.0, 0.2], [-0.1, 0.0, 0.0], [0.0, 0.0, 0.0], [0.0, 0.0, 0.0], [0.0, 0.0, 0.0], [0.0, 0.0, 0.0], [0.0, 0.1, 0.0], [0.0, 0.0, 0.0], [0.0, 0.0, 0.0], [0.0, 0.0, 0.0]], "nbo_charge": [-0.4875, 0.7652, -0.4653, 0.7685, -0.5126, -0.0707, -0.4511, -0.4846, 0.2861, -0.3440, 0.0330, 0.5919, -0.3179, -0.3162, 0.0337, -0.0623, -0.4527, -0.4165, -0.3563, -0.0810, 0.2571, 0.2510, 0.2468, 0.2470, 0.2160, 0.2438, 0.2127, 0.2350, 0.2188, 0.2104, 0.6676, -0.3373, -0.3438, -0.3376, 2.3534, -1.0005, -0.9994, -1.0005], "orbital_gap_ev": 6.5, "spin_multiplicity": 1, "charge": -1, "homo_ha": -0.1988}

***

| no. | total energy (Ha) |
| --- | --- |
| 1 | -6818.017169 |
| 2 | -1382.801477 |
| 3 | -11128.524986 |
| 4 | -11019.477237 |
| 5 | -6113.514701 |
| 6 | -7520.443016 |